105
Properties=species:S:1:pos:R:3:forces:R:3:mulliken_charge:R:1 method="wB97M-V/def2-TZVPD" orbital_gap_ev=1.220 e_above_lowest_kcal_mol=215.2 multiplicity=1 total_energy_ha=-9044.5121 charge=0
C -3.37053 0.35731 -1.45542 0.9 0.3 -2.7 -0.241
C 1.91177 0.78328 3.21218 0.0 -0.2 0.4 -1.376
H 2.65298 0.43247 0.56962 -0.8 0.1 0.5 0.359
C 4.32241 1.60455 4.47199 1.0 -1.5 1.0 1.419
H 6.12287 1.22011 5.65302 -0.2 0.0 -0.1 0.395
N 2.89486 2.61397 -2.34657 0.1 1.2 0.5 0.716
H 0.49836 1.86841 -3.06527 -1.6 0.9 -1.0 -0.207
C -5.51597 -1.31481 -2.09247 1.4 1.8 -1.0 -0.441
H -5.23524 -7.63079 0.23209 0.3 -0.2 -0.2 0.268
C -5.05456 -2.84226 -1.92233 -1.7 0.5 -1.2 -0.337
V 0.78326 1.36583 -8.43217 -1.5 -1.2 -1.9 1.201
C -3.80371 -0.19966 -4.01016 2.3 1.7 2.4 -0.499
H 4.71937 -0.40785 3.77848 0.1 0.2 0.1 0.364
C -4.99534 -7.54032 -1.66552 0.3 -0.3 1.5 -0.030
H 1.99643 -0.47699 4.94527 0.0 0.0 -0.2 0.366
H 9.38707 1.08998 8.43900 0.2 -0.5 0.4 0.285
H -5.22856 -2.59202 -4.09884 1.2 -1.0 0.9 0.188
H -1.49894 1.74126 -1.01928 -1.3 -0.9 -1.2 0.311
H -0.48852 3.33813 -3.74930 0.1 -1.6 -0.1 0.304
H 4.88899 -1.52674 -3.74037 0.0 0.1 -0.2 0.395
I -3.56789 -3.04728 -0.33005 0.2 -0.3 -1.0 0.222
C -6.23851 -6.50236 -1.86148 0.4 -2.7 0.5 -0.573
H -4.39583 -7.84537 -2.60646 -1.0 0.5 1.5 0.330
O 2.22059 2.82944 -1.36407 0.4 -0.8 -1.0 -0.284
C 2.85544 1.67247 2.37064 -1.2 -0.7 -0.9 1.151
C 1.96119 2.76901 1.75096 0.5 0.4 0.1 -1.816
H 6.42244 1.32423 3.91761 -0.1 0.0 0.0 0.406
C -8.72729 1.32220 0.69617 -0.5 0.2 -0.9 -0.111
C 8.56011 0.59544 7.89783 -0.1 0.6 0.0 -0.073
C -6.18136 -3.93175 -1.45479 0.1 1.4 1.0 -0.771
C -5.59470 -4.69766 -3.61507 1.8 1.0 -1.1 -0.821
H -9.45448 1.28287 1.50912 0.0 0.1 -0.1 0.294
O 1.73057 2.32035 -7.30182 0.7 -0.8 1.0 -1.063
H -0.04699 1.81684 -4.81422 -0.6 1.0 1.6 0.118
N 4.02356 2.13518 3.13510 -0.7 4.3 0.8 0.762
H 4.04955 0.00561 1.56547 0.0 0.0 0.1 0.623
Li 3.50887 -0.04665 -0.88765 0.1 0.0 0.0 0.959
C -9.42394 1.62456 -0.59704 -1.2 0.5 -2.2 0.340
O -6.95835 3.03810 2.91452 0.0 0.0 0.0 -0.586
C 3.56503 2.28009 5.63024 -0.4 0.5 -0.1 -1.501
H 4.09262 1.46494 0.57072 0.1 0.3 0.2 0.775
H -7.99151 2.09899 0.91402 0.0 -0.1 0.0 0.015
H -4.36156 -0.67570 -4.88581 0.8 0.8 1.5 0.236
Br 6.63449 -0.03926 -2.83421 -0.4 0.2 0.2 -0.085
C -0.35772 2.20495 -3.76299 -0.2 -1.7 0.1 -0.299
H 4.23930 -0.34642 5.44925 0.1 0.3 -0.1 0.533
H 6.40174 -0.71853 -5.71794 -0.2 0.0 0.1 0.442
C -2.12052 1.21255 -1.82960 -1.4 -1.5 -2.8 -0.576
Br 5.42746 1.56775 -5.96683 0.3 0.0 0.0 -0.081
N -4.61231 -8.01084 -0.50105 -1.3 1.5 -3.0 -0.552
H 1.15551 2.32072 1.15999 0.1 -0.2 0.2 0.383
H -4.99900 -5.43608 -4.26346 -1.3 0.8 1.0 0.315
H 7.22258 2.06343 8.78840 0.1 0.0 -0.1 0.318
H -3.65418 0.28740 -0.34567 0.3 0.1 -1.9 0.416
H 3.85254 1.82981 6.58603 0.1 -0.1 -0.3 0.355
C 7.28092 0.97432 8.67918 -0.9 0.6 0.6 -0.889
C 4.02581 0.08859 4.46807 0.1 -0.1 -0.3 -1.199
H -6.22157 -4.03813 -0.31056 0.1 0.1 -1.9 0.450
H -7.25812 -3.75350 -1.83318 1.8 -0.2 0.4 0.247
O 8.57631 -0.72534 7.79671 0.3 -0.1 -0.3 -0.558
H -5.94443 -0.88188 -1.06524 0.9 -0.8 -2.5 0.086
C 4.08800 3.48080 -2.55045 0.2 0.2 -0.4 -0.679
C 5.42995 -0.31393 -5.43521 -0.1 0.0 -0.2 -0.987
H 4.59345 3.17468 -3.46525 -0.1 0.0 0.1 0.197
H 1.32210 1.41770 3.88056 0.2 0.2 -0.3 0.435
C 5.11196 -0.48179 -3.96458 0.4 -0.4 0.0 0.389
Li 3.23428 1.16745 -5.10998 -1.5 1.0 -0.9 0.596
H 4.65444 -0.78149 -6.04690 0.1 -0.1 0.0 0.470
H -6.60670 -4.40471 -4.08597 1.5 -0.9 1.2 0.372
C 3.44658 0.84597 1.20738 0.6 -0.6 -0.5 -2.114
N -9.97366 1.86329 -1.61755 1.8 -0.8 3.3 -0.503
N -5.90005 3.38830 2.36567 -0.1 0.0 0.1 1.065
H -3.60683 -3.40919 -3.75560 -1.5 -0.1 0.8 0.229
O 4.27025 3.44404 3.01862 -0.2 -3.0 -0.2 -0.594
H 6.37432 0.64893 8.15934 0.2 -0.1 0.0 0.152
H -8.21693 0.35969 0.62676 0.0 0.1 -0.1 -0.049
H -4.61743 -5.33135 -2.00888 -0.8 1.0 0.7 0.365
H 2.47983 2.18600 5.54518 0.1 0.0 -0.1 0.321
H 6.13535 2.79286 4.86139 -0.2 -0.1 -0.1 0.424
H 2.51723 3.42290 1.07538 0.0 0.0 0.3 0.304
O -0.15259 0.40949 -9.54767 1.6 1.5 2.0 -0.946
C 2.60362 -0.28543 4.05518 -0.2 -0.3 0.1 -0.755
H 1.17494 0.29405 2.56300 0.2 0.3 -0.1 0.597
C -4.24800 -0.40062 -2.51521 2.9 1.9 -1.5 0.435
H 7.27320 0.54514 9.68521 0.1 -0.1 -0.2 0.352
Cl -6.29726 -1.35403 0.48358 -1.1 -0.6 3.0 -0.638
C -2.54480 0.66116 -4.38813 -0.5 -0.1 3.4 -0.721
H 4.28256 0.14262 -3.62903 0.1 -0.1 0.0 -0.495
O -5.00438 3.93346 3.03286 0.1 0.0 0.0 -0.667
C 5.83584 1.74844 4.73868 0.2 0.3 -0.1 -1.828
H -2.23356 0.79817 -5.47587 -0.7 -0.3 1.6 0.274
O -5.73674 3.19259 1.14961 0.0 0.0 -0.1 -0.585
H 4.74033 3.35065 -1.68675 -0.2 0.1 0.0 0.283
H 3.73675 4.50960 -2.62947 0.0 -0.1 0.1 0.319
H 3.79760 3.34581 5.69891 0.0 -0.1 -0.2 0.422
H -6.80410 -6.53894 -0.85579 0.7 0.5 -1.8 0.362
H -6.32254 -1.15852 -2.90789 1.3 -0.8 1.1 0.428
H 1.49411 3.38661 2.52239 0.2 -0.1 0.0 0.502
H -6.85606 -6.94280 -2.72782 0.7 1.2 1.4 0.252
C -4.69352 -3.34247 -3.42000 -1.5 0.0 -0.6 -0.381
N -5.63800 -5.15900 -2.16591 -0.3 -0.8 -1.1 0.371
H 8.51765 1.19269 6.96806 -0.2 -0.4 -0.5 0.131
O 2.67255 1.73813 -3.18761 0.3 -0.7 0.3 -0.349
C -1.64865 1.37827 -3.32079 -3.7 -2.2 0.9 0.577
H 2.63158 -1.23208 3.50573 0.0 0.0 0.1 0.286

=====

94
Properties=species:S:1:pos:R:3:forces:R:3:mulliken_charge:R:1 method="wB97M-V/def2-TZVPD" orbital_gap_ev=10.015 e_above_lowest_kcal_mol=18.4 multiplicity=1 total_energy_ha=-1900.0305 smiles="CCOCCOC[C@]1(CC)OC(=O)O[C@H]1O.CCCC#N.CCCC#N.CCCC#N.CCCC#N.CCCC#N" charge=0
H 0.10622 0.10467 1.31513 -0.1 0.7 -0.5 0.692
O 0.44525 2.03943 -0.76130 0.3 -0.9 -0.6 -0.578
N -3.13050 -1.02765 4.29466 0.1 -0.2 0.0 -0.545
C -0.74018 -3.22990 3.01684 0.2 -0.2 0.2 -0.655
O -2.06532 3.27399 1.00592 0.0 0.1 -0.8 0.030
H 7.19722 -5.98329 -4.41255 0.0 -0.1 -0.1 0.228
H 8.74007 -7.86592 -4.16458 0.0 -0.1 0.0 0.309
C -2.00584 2.48287 -0.16486 1.0 -0.4 -0.3 -1.523
H -3.12088 4.74307 1.91131 0.3 -0.3 -0.5 0.451
H 0.62363 3.12292 1.47403 -0.2 -0.5 0.1 0.488
H 0.55097 -3.13205 4.75920 0.0 0.0 0.0 0.319
H -3.39917 1.13414 2.58108 0.1 0.4 0.4 -0.108
C -2.20009 -1.33417 3.69464 0.0 0.1 0.1 0.371
N 6.05492 -4.59801 -2.90263 -0.1 0.1 0.1 -0.497
H -6.73503 4.03897 -1.45492 0.0 -0.1 0.0 -0.030
O -2.10773 -0.41654 -1.09206 0.6 0.0 -0.1 -0.542
H -0.14798 -1.16397 3.27656 -0.1 0.0 0.1 0.285
N 5.56326 -9.98511 -6.51513 0.0 0.1 0.1 -0.420
H 4.70418 4.27964 4.98886 -0.1 0.0 -0.1 0.331
H 0.06741 2.40275 2.98928 0.3 -0.2 -0.5 0.357
N -4.94792 1.54128 -2.71359 0.0 0.0 0.1 -0.408
H -2.83372 2.66251 3.42506 -0.1 -0.8 0.1 0.023
H 7.83817 -6.41292 -6.00184 0.0 0.0 0.0 0.315
C 7.21238 -6.76108 -5.17607 0.0 0.0 0.1 -0.968
H 3.38885 -4.43738 -4.54668 0.1 -0.1 0.1 0.291
C -7.43401 2.02734 -3.35396 -0.2 0.2 -0.3 -0.485
C -7.73907 4.08788 -1.88095 0.1 0.0 0.0 -0.715
H 2.62979 -2.54303 -1.39876 0.0 0.0 0.0 0.310
H -8.10046 1.46568 -2.69596 0.1 0.0 0.1 0.284
C -7.77239 3.52034 -3.29567 -0.1 0.3 0.2 -0.475
C 1.09854 0.92242 -1.26110 -4.0 0.0 2.0 0.490
H -3.90561 1.41788 4.25606 0.1 0.5 -0.3 0.561
C 3.26459 -2.57485 -3.47393 -0.1 0.2 0.3 -0.456
H -0.08299 -4.74299 4.41053 0.0 0.0 0.0 0.369
H -8.04582 5.13479 -1.88844 0.0 0.0 0.0 0.358
C -1.01695 0.40834 -1.22191 0.8 1.8 0.7 -0.387
C 7.75299 -8.05995 -4.59118 -0.1 0.4 0.0 -0.435
H 7.10921 -8.38212 -3.76943 0.1 -0.1 0.0 0.275
H 6.19193 -6.88434 -5.54608 0.0 0.0 0.0 0.334
C -6.04055 1.75477 -2.99488 0.0 -0.1 0.1 0.303
H -0.90830 0.98931 -2.17242 -1.2 -0.7 0.1 0.516
H -8.77500 3.66449 -3.70484 0.1 -0.1 -0.1 0.312
H -7.60970 1.66168 -4.36816 0.1 -0.1 0.1 0.304
C -4.46738 3.71643 0.57228 0.0 -0.2 -1.3 -0.449
H 2.35469 5.38864 6.60661 0.0 0.0 0.0 0.333
H 3.21350 3.97919 3.11885 -0.2 0.0 0.0 0.224
H 3.33092 3.34296 5.55406 0.0 0.0 -0.1 0.289
C 6.58382 -9.63017 -6.12587 0.0 0.0 -0.2 0.262
H -1.13351 -3.52730 5.13567 0.0 0.0 0.0 0.340
H 2.90256 -4.62248 -2.87171 0.1 0.0 0.1 0.301
C 3.57577 -4.07323 -3.53347 -0.2 0.2 -0.3 -0.472
C -4.87025 2.69726 2.68287 0.3 -1.8 0.7 -0.532
C 3.40326 5.35628 6.30441 0.0 -0.1 0.0 -1.145
H -7.08577 4.08629 -3.92955 0.0 -0.1 0.0 0.309
C -1.01718 -1.72723 2.92840 0.0 -0.3 -0.3 0.432
O 0.28058 -0.20975 -1.11948 0.1 0.3 -0.7 -0.397
H -1.92974 3.11826 -1.07580 -0.3 -0.3 0.4 0.221
H -8.41799 3.54229 -1.22220 0.0 0.0 0.0 0.326
H -4.46796 3.45879 -0.51234 -0.1 0.0 0.6 0.068
H 1.53794 1.75768 2.15945 -0.5 0.3 0.0 0.384
H -1.29990 1.00365 1.87820 0.5 0.0 -0.5 -0.577
H 2.26211 -2.41342 -3.87796 0.0 -0.1 -0.1 0.290
C 4.96440 -4.36735 -3.17992 0.0 -0.1 0.1 0.310
H 0.06464 -3.47514 2.31967 -0.1 0.1 -0.1 0.363
H -1.17184 -1.45368 1.88137 -0.1 0.0 0.1 -0.247
H 3.17822 5.67506 3.56508 -0.1 0.0 0.0 0.356
N 0.30514 4.52464 4.15954 0.1 0.1 0.1 -0.495
C 3.63334 4.33121 5.19986 0.1 0.1 0.3 -0.437
O 2.13270 0.91377 -1.75515 3.4 0.3 -1.4 -0.530
H -1.61966 -3.79443 2.69872 0.0 0.1 -0.1 0.340
O -4.81189 2.52389 1.25790 0.1 1.1 0.2 -0.394
H -2.88682 1.80122 -0.19521 0.3 0.6 -0.1 0.487
C -0.36918 1.10449 1.27699 -1.0 0.1 0.6 -0.018
H -2.81195 5.09960 0.20530 0.0 -0.6 0.1 0.318
C 0.51584 2.16575 2.01068 0.1 -0.3 0.0 -1.885
H 3.95763 -2.02059 -4.11138 0.0 -0.1 0.0 0.319
C -3.05596 4.26864 0.90687 -1.2 0.8 1.2 -0.668
C 3.31569 -2.00777 -2.06054 0.1 0.0 0.0 -0.697
C 1.44601 4.58907 4.04614 0.0 0.2 0.0 0.376
H 3.99480 5.10093 7.18474 0.0 0.0 0.0 0.341
C -0.78399 1.53287 -0.15814 -0.4 -0.2 0.7 2.094
H -5.77825 2.16348 3.02823 0.2 0.5 -0.3 0.369
H 3.69805 6.35633 5.97883 0.0 0.0 0.0 0.300
H -2.87268 0.09157 -1.41572 0.1 -0.3 0.0 0.370
C -0.32862 -3.68001 4.41398 -0.1 -0.1 0.0 -1.232
H 4.32208 -2.07452 -1.64010 0.0 -0.1 0.0 0.362
H 3.02663 -0.95783 -2.06697 0.1 -0.2 0.0 -0.014
C 2.89890 4.67412 3.90132 0.3 -0.3 0.0 -0.388
C -3.65035 1.92369 3.31173 -0.6 1.0 -0.5 -0.448
H -4.92150 3.75477 3.00085 0.0 -0.4 -0.3 0.329
H 8.50207 -8.84315 -6.46515 -0.1 0.0 -0.1 0.276
H 8.39980 -10.02786 -5.17597 -0.1 -0.1 -0.1 0.282
C 7.88397 -9.17805 -5.62926 0.2 0.0 0.4 -0.447
H -5.27834 4.47540 0.68401 0.7 -0.1 0.2 0.422